1.
Molecular formula: C2H6O4P
Method: DFT, ωB97M-V with the def2-TZVPD basis set

highest occupied orbital energy	-15.44	eV
energy above the lowest of the compared OMol25 structures with the same formula, charge and spin	85.3	kJ/mol
net charge	+1

Last column: Mulliken charge in e.
Atoms and positions in Å:
1 C -1.4920 -1.1557 0.7982  0.238
2 H -2.4882 -0.9043 1.0806  0.419
3 O 0.8941 -1.5545 0.9509  -0.296
4 C -0.2272 -1.1951 1.7861  -0.268
5 H 0.2522 2.5202 -2.1305  0.335
6 H 0.4331 1.2218 -1.0529  0.350
7 P 0.6873 -1.1919 -0.6439  0.513
8 O -1.1711 -1.3745 -0.3820  -0.271
9 H -0.3828 -1.9308 2.5568  0.337
10 O 0.6144 0.3848 -0.5594  -0.350
11 H -0.0228 -0.2350 2.0628  0.303
12 H 1.7404 2.8344 -2.6119  0.338
13 O 1.1625 2.5807 -1.8548  -0.647

***

2.
Molecular formula: C2H6O4PS
Method: DFT, ωB97M-V with the def2-TZVPD basis set

highest occupied orbital energy	-4.96	eV
energy above the lowest of the compared OMol25 structures with the same formula, charge and spin	158.9	kJ/mol
net charge	-1

Last column: Mulliken charge in e.
Atoms and positions in Å:
1 C 2.3806 0.9486 -1.5165  -0.952
2 H 2.5342 1.6144 -2.3111  0.332
3 S 1.4843 1.7753 -0.1671  1.202
4 H 3.4216 0.5284 -1.1005  0.214
5 O -3.8239 -0.4373 0.4445  -0.507
6 O 2.4866 2.2474 0.8473  -0.735
7 H 1.8086 0.1840 -1.8029  0.344
8 O 0.7086 2.9262 -0.6729  -0.710
9 H -2.6277 2.8193 1.1868  0.229
10 C -2.4169 1.6629 1.2735  -0.514
11 H -1.3420 1.4045 1.1436  0.075
12 P -3.1930 0.8132 -0.0742  0.346
13 O 0.6345 0.7154 0.3059  -0.698
14 H -2.6534 1.4137 2.2456  0.373

***

3.
Molecular formula: C2H6O5P2
Method: DFT, ωB97M-V with the def2-TZVPD basis set

highest occupied orbital energy	0.60	eV
energy above the lowest of the compared OMol25 structures with the same formula, charge and spin	1.9	kJ/mol
structure (SMILES)	C[C@@](O)(P([O-])O)[P@@H](=O)[O-]
net charge	-2

Last column: Mulliken charge in e.
Atoms and positions in Å:
1 O 2.7163 -0.0485 0.7066  -0.693
2 P 1.7362 0.7878 -0.0029  0.453
3 O -1.6006 -1.8360 -0.8355  -0.450
4 C -0.0360 0.1988 0.2199  0.779
5 O -0.4933 0.0189 1.5852  -0.559
6 C -0.9118 1.1474 -0.6560  -1.564
7 P 0.1072 -1.6283 -0.5529  -0.162
8 H -0.9808 2.1312 -0.0862  0.337
9 H -0.2085 -0.8272 1.7630  0.363
10 H -1.9910 0.7751 -0.6181  0.328
11 H 1.7690 1.9203 0.9477  -0.077
12 H -0.6134 1.2496 -1.6172  0.399
13 O 1.9742 1.1459 -1.4421  -0.715
14 H -1.7314 -2.5294 -0.0777  0.265
15 O 0.2640 -2.5055 0.6663  -0.704

***

4.
Molecular formula: C2H6OS
Method: DFT, ωB97M-V with the def2-TZVPD basis set

highest occupied orbital energy	-9.13	eV
energy above the lowest of the compared OMol25 structures with the same formula, charge and spin	39.0	kJ/mol
structure (SMILES)	C[C@H](O)S

Last column: Mulliken charge in e.
Atoms and positions in Å:
1 C 0.6607 0.3426 0.2108  -1.067
2 H -1.4397 0.8653 0.0365  0.313
3 H 1.0701 1.1554 -0.5527  0.274
4 C -0.8103 0.0386 0.1253  0.017
5 O -1.3536 -0.6775 1.2499  -0.482
6 H 1.2029 -0.5529 0.1698  0.357
7 H 0.7151 0.8505 1.1554  0.375
8 H -1.9060 0.1591 -1.9747  0.138
9 H -0.6217 -0.4913 1.9192  0.304
10 S -1.3088 -0.9672 -1.3898  -0.230

***

5.
Molecular formula: C2H6OS
Method: DFT, ωB97M-V with the def2-TZVPD basis set

highest occupied orbital energy	-9.91	eV
energy above the lowest of the compared OMol25 structures with the same formula, charge and spin	16.2	kJ/mol
structure (SMILES)	CC=O.S

Last column: Mulliken charge in e.
Atoms and positions in Å:
1 H -0.5382 0.6097 0.5923  0.291
2 C -0.1211 -0.4040 0.5607  -0.722
3 S -1.1696 0.6628 -2.3960  -0.265
4 H -0.8356 1.1534 -3.6012  0.149
5 O 1.9597 -0.4151 1.7424  -0.459
6 C 0.7603 -0.3780 1.7877  -0.004
7 H 0.0513 0.7805 -1.8726  0.148
8 H -0.8836 -1.1665 0.7205  0.296
9 H 0.4908 -0.6008 -0.3082  0.224
10 H 0.2860 -0.2419 2.7744  0.343

***

6.
Molecular formula: C2H6OS
Method: DFT, ωB97M-V with the def2-TZVPD basis set

highest occupied orbital energy	-9.82	eV
energy above the lowest of the compared OMol25 structures with the same formula, charge and spin	21.3	kJ/mol
structure (SMILES)	CC=O.S

Last column: Mulliken charge in e.
Atoms and positions in Å:
1 H -1.9360 -1.2140 -0.4124  0.323
2 C -0.4998 -0.4791 1.1007  -0.734
3 S 2.1022 0.9655 -2.1854  -0.329
4 H -0.2339 0.3092 1.7983  0.273
5 H 1.9253 1.7406 -1.0755  0.155
6 O -2.4177 0.6333 0.1516  -0.448
7 H 3.1496 0.3190 -1.6037  0.161
8 H 0.3786 -0.5465 0.4481  0.204
9 C -1.6963 -0.3175 0.1798  0.126
10 H -0.7719 -1.4105 1.5985  0.268

***

7.
Molecular formula: C2H6OS2
Method: DFT, ωB97M-V with the def2-TZVPD basis set

highest occupied orbital energy	-7.95	eV
energy above the lowest of the compared OMol25 structures with the same formula, charge and spin	317.4	kJ/mol

Last column: Mulliken charge in e.
Atoms and positions in Å:
1 H -0.2812 0.9501 1.0684  0.315
2 H -1.3430 -1.1545 -1.6717  0.258
3 S 0.7523 -0.9303 -0.7404  0.041
4 H 0.3686 1.4571 -0.7308  0.351
5 O 0.7458 1.1041 1.1089  -0.524
6 C -1.0451 -1.3574 -0.7179  -0.450
7 S -1.8179 -0.0971 0.4123  -0.298
8 C 1.1541 0.9356 -0.1833  -0.486
9 H 0.9683 -1.3112 0.4957  0.209
10 H -1.5889 -0.8041 1.4839  0.170
11 H 2.0871 1.2078 -0.5251  0.416

***

8.
Molecular formula: C2H6OSi2
Method: DFT, ωB97M-V with the def2-TZVPD basis set

highest occupied orbital energy	-7.52	eV
energy above the lowest of the compared OMol25 structures with the same formula, charge and spin	413.6	kJ/mol
structure (SMILES)	C=C=[SiH2].O=[SiH2]

Last column: Mulliken charge in e.
Atoms and positions in Å:
1 H -1.7516 2.2865 0.4406  0.179
2 H 3.2447 -0.0960 -1.5216  -0.038
3 H 3.0295 1.6677 0.3264  -0.034
4 H -0.3444 -1.3924 -1.2384  -0.157
5 O 1.9942 -0.7974 0.7320  -0.384
6 Si 2.8173 0.1960 -0.0744  0.437
7 H -3.2989 1.2041 0.4233  0.271
8 Si -1.0396 -1.5298 -0.0471  0.347
9 C -1.5968 0.1296 0.1279  -0.191
10 H -0.8006 -2.8969 0.4577  -0.095
11 C -2.2539 1.2285 0.3735  -0.334